[1]
ORCA calculation (ωB97M-V/def2-TZVPD) on C6H10 in the gas phase at a distorted geometry.

Geometry (Å):
C -1.05265 -0.21537 1.97108
C -0.96420 -0.24956 0.64651
C -1.72384 -1.35670 -0.10697
C -0.11577 0.64201 -0.15028
C 1.15588 0.36891 -0.40035
C 2.22724 1.06626 -1.24715
H -1.62741 -0.91445 2.55479
H -0.56146 0.64942 2.42126
H -1.41892 -2.31819 0.31297
H -2.77289 -1.14585 -0.05718
H -1.34752 -1.40330 -1.13148
H -0.50081 1.64028 -0.38235
H 1.56065 -0.57287 -0.01671
H 3.21647 0.64650 -1.17318
H 2.10319 2.12212 -0.97814
H 1.82204 1.04079 -2.26281

Cartesian forces (eV/Å) of the 2 atoms listed first:
0.6 1.4 -0.5
-0.8 -1.7 0.1

Output
- Highest occupied orbital energy: -0.339 Eh
- Electronic energy: -234.5481 hartree
- Maximum force: 3.1 eV/Å
- SMILES: C=C(C)/C=C/C

---

[2]
ORCA calculation (ωB97M-V/def2-TZVPD) on a molecular structure, C34H29BrEuN10O4S7 at a distorted geometry.

Geometry (Å):
Eu 0.52226 -0.24974 0.60716
Br -9.47198 0.30225 -1.35553
C -8.15511 -0.93876 -1.96014
C -8.46402 -2.29117 -1.99460
C -7.52513 -3.19218 -2.45962
C -6.25271 -2.75403 -2.85754
C -5.96304 -1.37482 -2.80251
C -6.91250 -0.47198 -2.36499
N -5.40629 -3.62738 -3.50046
N -4.12429 -3.59922 -3.36776
C -3.42770 -3.06787 -2.31017
C -3.82238 -3.26498 -0.96526
C -3.04073 -2.84729 0.07444
C -1.84173 -2.11948 -0.13580
O -1.08559 -1.73589 0.84444
C -1.47965 -1.81083 -1.50388
N -0.42515 -0.96431 -1.69711
C -0.09347 -0.64032 -2.97011
C -0.71575 -1.18490 -4.07618
C -1.78964 -2.05416 -3.89648
C -2.22140 -2.34980 -2.57905
H -9.43747 -2.63378 -1.66946
H -7.75245 -4.24925 -2.49929
H -4.99460 -1.02040 -3.13177
H -6.68618 0.58530 -2.33694
H -4.73230 -3.81602 -0.76149
H -3.33054 -3.06099 1.09639
H 0.70802 0.07384 -3.10386
H -0.36808 -0.91968 -5.06603
H -2.31807 -2.49765 -4.72886
N 0.25692 -1.45751 3.26898
N -0.76295 -0.59333 3.71414
C -1.07792 0.53408 2.96622
O -2.16322 1.08239 3.16583
O -0.14289 0.95057 2.19159
H -0.13215 -2.35312 2.98831
H 0.92255 -1.59642 4.01934
H -1.51155 -0.96530 4.27478
S 2.27063 1.33964 -1.07287
C 3.01284 0.24213 -2.02815
N 3.55892 -0.47490 -2.75655
N -1.55536 3.60534 1.65253
C -0.85360 3.21652 0.59086
S -1.35570 1.95156 -0.42937
N 0.23250 3.90402 0.14724
C 1.04062 4.87619 0.77426
C 2.42436 4.76780 0.63001
C 3.26051 5.69233 1.22713
C 2.73185 6.73311 1.97821
C 1.35847 6.86585 2.08749
C 0.51039 5.95645 1.47270
H -2.06260 2.85148 2.13331
H -1.11749 4.25722 2.29027
H 0.66958 3.44498 -0.64072
H 2.83732 3.94344 0.06038
H 4.33334 5.60158 1.11525
H 3.38600 7.43819 2.47378
H 0.93685 7.67796 2.66338
H -0.55899 6.11310 1.51217
C 5.91011 1.79714 1.61641
S 5.82860 1.20304 3.33265
C 4.26940 1.85255 3.80964
C 3.07070 1.44191 3.30688
S 2.93056 0.15147 2.17322
S 1.69098 2.31365 3.99502
C 2.56457 3.32062 5.10439
S 1.82387 4.38738 6.11618
S 4.27016 3.09194 5.04429
H 6.80457 1.36312 1.17383
H 5.97935 2.88239 1.61409
H 5.01941 1.45660 1.09180
N 3.63352 -3.41093 -3.77602
C 3.60972 -4.32141 -2.79439
O 3.81200 -5.51805 -2.96008
C 3.30509 -3.77184 -1.41886
C 4.10530 -4.15294 -0.35399
C 3.79992 -3.68348 0.90969
C 2.71536 -2.84198 1.06448
N 1.93172 -2.44548 0.05442
C 2.22509 -2.92480 -1.16475
H 3.90912 -3.72895 -4.68958
H 3.59841 -2.40657 -3.57041
H 4.94767 -4.81103 -0.52336
H 4.39211 -3.96431 1.76929
H 2.46295 -2.45489 2.04432
H 1.54817 -2.65499 -1.96722

Cartesian forces (eV/Å) of the 2 atoms listed first:
0.2 -0.8 -1.3
-0.1 0.1 0.0

Output
- Highest occupied orbital energy (spin up / spin down): -0.013 / -0.065 Eh
- Electronic energy: -8233.3403 hartree
- Multiplicity: 8
- Maximum force: 2.4 eV/Å
- Total charge: -2

---

[3]
ORCA calculation (ωB97M-V/def2-TZVPD) on a molecular structure, C5H10N2O at a distorted geometry.

Geometry (Å):
C 0.82371 -2.22299 -0.27042
C 0.19861 -0.91011 -0.80100
C -0.16213 -0.02736 0.36710
C -1.61799 -0.03651 0.87817
N -2.59676 -0.16569 -0.02661
C -0.70296 1.48953 0.42079
N 0.37875 1.62588 -0.23399
H 1.65061 -1.96273 0.39805
H 1.24383 -2.92715 -0.98314
H 0.06070 -2.80268 0.27589
H 0.94348 -0.43005 -1.42927
H -0.72390 -0.96424 -1.38343
H -1.78690 0.03969 1.93061
H -2.80719 0.73283 -0.44211
H -1.18870 2.10865 1.16171
H 1.42951 1.26242 -0.18699
H 3.41128 0.96816 -0.54643
O 2.73840 0.49134 -0.05500

Cartesian forces (eV/Å) of the 2 atoms listed first:
-0.8 0.0 0.9
-0.3 0.1 -1.0

Output
- Highest occupied orbital energy: -0.322 Eh
- Electronic energy: -380.8369 hartree
- Maximum force: 4.6 eV/Å

---

[4]
ORCA calculation (ωB97M-V/def2-TZVPD) on a molecular structure, C24H26ClN7O3 at a distorted geometry.

Geometry (Å):
C 0.05292 1.13506 6.58593
H -0.07573 1.20646 7.74659
O -1.34550 1.23812 6.29922
C -1.58758 0.98336 4.78028
C -1.17674 2.03293 3.72432
N -1.35282 1.87206 2.34295
C -0.59623 1.05393 1.55434
N 0.24639 0.16906 2.37516
C 0.95625 -0.81609 1.81624
N 1.94248 -1.18421 2.61501
H 2.93784 -1.72558 2.20362
H 2.24611 -0.80971 3.39048
C 0.47399 -1.23254 0.46825
C 1.27389 -2.46768 0.10842
N 0.92107 -2.94525 -1.22577
C 0.34144 -1.99972 -2.04168
C -0.49852 -0.79292 -1.62821
C -0.19693 -0.41780 -0.30265
C -0.91529 0.58445 0.48810
C -1.50286 1.53777 -0.48887
N -2.20903 2.13111 -1.24292
C -1.02586 -0.42669 -2.73980
C -0.82018 -1.46317 -3.73573
O -1.16905 -1.39583 -4.95497
N -0.12688 -2.63615 -3.16374
C 0.47358 -3.45279 -3.94281
C 1.72458 -2.97274 -4.70980
C 3.05428 -3.31839 -3.72648
C 4.31099 -2.75530 -4.45133
C 4.28433 -2.16421 -5.62606
C 3.14731 -2.16739 -6.29945
C 1.82059 -2.57989 -5.89744
H 1.02653 -2.33620 -6.38296
H 3.09947 -1.58487 -7.45313
Cl 5.77753 -1.72547 -6.33773
H 5.24821 -3.00300 -3.63013
H 2.81574 -3.77534 -2.84095
H -0.00993 -3.52892 -4.81208
H 0.66111 -4.33328 -3.32477
H -2.12203 -0.47308 -2.51285
H -0.93836 0.76019 -3.01714
N 2.27027 -3.21000 0.72791
H 1.80066 -3.36664 1.66766
H 2.14662 -4.09207 0.20520
C -2.56790 2.29855 1.99461
H -3.39102 2.55077 2.97906
H -3.14991 1.96159 1.25132
C -2.54804 4.04438 1.57355
O -3.62495 4.47561 2.00609
C -3.51283 5.82570 1.31960
H -4.59953 6.27184 1.76116
H -2.82838 6.44622 1.78611
H -3.73048 5.82915 0.47225
H -2.29100 4.06665 0.47433
H -1.56083 4.50419 2.09428
H -1.14420 3.14057 4.21692
H 0.05930 1.99770 3.79903
H -2.53597 0.91461 4.58398
H -1.03725 -0.03389 4.56416
H 0.51504 0.34185 6.36687
H 0.56331 1.81295 6.14644

Cartesian forces (eV/Å) of the 2 atoms listed first:
-7.6 2.0 7.0
1.3 0.2 -2.0

Output
- Highest occupied orbital energy: -0.291 Eh
- Electronic energy: -1998.5565 hartree
- Maximum force: 17.0 eV/Å

---

[5]
ORCA calculation (ωB97M-V/def2-TZVPD) on C3H5NO2 in the gas phase at a distorted geometry.

Geometry (Å):
N -2.29205 1.24029 -0.39725
C -1.15841 1.11917 -0.58857
C 0.27124 0.83274 -0.84529
O 0.50261 -0.55038 -0.76347
C 0.62203 -1.04607 0.55804
O -0.28027 -0.48446 1.45306
H 0.50679 1.13312 -1.86945
H 0.89135 1.42117 -0.15459
H 0.50648 -2.13048 0.44680
H 1.61410 -0.81770 0.96455
H -1.18389 -0.71740 1.19617

Cartesian forces (eV/Å) of the 2 atoms listed first:
1.0 0.0 -0.2
-1.0 0.2 0.1

Output
- Highest occupied orbital energy: -0.408 Eh
- Electronic energy: -322.5115 hartree
- Maximum force: 1.1 eV/Å
- SMILES: N#CCOCO

---

[6]
ORCA calculation (ωB97M-V/def2-TZVPD) on a molecular structure, C17H13BrCl3CrGeN4O2.

Geometry (Å):
Cr 0.38992 -0.39821 0.54730
Br -0.29087 6.89943 2.00775
C -0.52735 5.08864 1.50614
C -1.14666 4.79217 0.30396
C -1.31303 3.46698 -0.05918
C -0.85829 2.45876 0.78104
C -0.23898 2.76231 1.98537
C -0.07515 4.08750 2.35022
N -1.02089 1.08008 0.42453
C -2.20725 0.68333 0.14618
C -2.39429 -0.73449 -0.09236
C -3.63355 -1.31051 -0.32977
C -3.71889 -2.68424 -0.44309
C -2.56623 -3.43694 -0.28092
C -1.36686 -2.79887 -0.04062
N -1.26846 -1.46237 0.01583
H -1.48225 5.58747 -0.34633
H -1.76242 3.20523 -1.00848
H 0.09148 1.95844 2.63341
H 0.39919 4.34059 3.28768
H -3.04767 1.37118 0.16534
H -4.50702 -0.67734 -0.40772
H -4.66780 -3.16647 -0.63292
H -2.59312 -4.51620 -0.32712
H -0.45351 -3.34978 0.13594
Cl 1.07090 2.63412 -2.37607
Ge 2.73312 1.46033 -1.64773
Cl 2.31123 1.18297 0.56203
Cl 4.40604 2.91477 -1.52120
O 1.67688 -0.39550 -2.00576
C 2.05721 -1.48243 -1.47435
C 2.94812 -2.48753 -2.15335
C 3.07825 -3.58620 -1.10060
C 2.14105 -3.13819 0.01599
O 1.80033 -3.79060 0.96432
N 1.68988 -1.83611 -0.25568
H 3.88847 -2.00810 -2.42941
H 2.47111 -2.81888 -3.07640
H 4.08417 -3.66457 -0.68842
H 2.78573 -4.57559 -1.44559
N 0.60289 -0.91302 3.72614
C 0.51456 -0.74215 2.58391

Cartesian forces (eV/Å) of the 2 atoms listed first:
0.4 -0.2 -0.1
0.0 0.0 0.0

Output
- Highest occupied orbital energy (spin up / spin down): -0.275 / -0.339 Eh
- Electronic energy: -8101.2673 hartree
- Multiplicity: 6
- Maximum force: 0.6 eV/Å

---

[7]
ORCA calculation (ωB97M-V/def2-TZVPD) on C7H6FNO3 in the gas phase at a distorted geometry.

Geometry (Å):
O -1.17759 2.93748 0.50486
C -1.13561 1.75096 0.50263
C -0.13246 0.88951 -0.40531
C -1.04311 0.03189 -1.11670
C -1.22004 -1.20237 -0.81673
C -0.50800 -1.71447 0.35832
C 0.49133 -1.06400 1.01390
C 0.98933 0.29527 0.55759
F 1.29520 1.04492 1.64452
N 2.16253 0.05255 -0.25926
O 3.29063 0.22444 0.22394
O 2.00070 -0.46636 -1.42013
H -1.94812 1.05261 0.88214
H 0.37606 1.69857 -1.04260
H -1.50095 0.49813 -1.92810
H -1.96439 -1.81490 -1.26453
H -0.86224 -2.64985 0.69720
H 0.88675 -1.56441 1.86825

Cartesian forces (eV/Å) of the 2 atoms listed first:
0.1 0.2 0.4
-0.3 -1.5 -1.1

Output
- Highest occupied orbital energy: -0.355 Eh
- Electronic energy: -650.5022 hartree
- Maximum force: 5.7 eV/Å
- SMILES: O=C[C@@H]1C=CC=C[C@@]1(F)[N+](=O)[O-]

---

[8]
ORCA calculation (ωB97M-V/def2-TZVPD) on 2 unconnected molecules or ions with the total composition C3H3O3S at a distorted geometry.

Geometry (Å):
C 2.35936 -0.19903 0.19291
C -0.45302 -0.02889 -0.49489
C -1.50668 -0.98025 -0.17413
O -1.42608 -2.12930 -0.63662
O -2.62033 -0.57147 0.55079
O 2.73288 0.88970 -0.18087
S -0.54365 1.62277 -0.16294
H 3.19497 -0.82621 0.71151
H 0.70904 1.93948 -0.89657
H -2.44648 0.28319 1.09082

Cartesian forces (eV/Å) of the 2 atoms listed first:
1.2 1.9 -0.3
0.1 -1.0 -0.1

Output
- Highest occupied orbital energy (spin up / spin down): -0.085 / -0.100 Eh
- Electronic energy: -739.8837 hartree
- Maximum force: 2.8 eV/Å
- Total charge: -1